No. 1
The molecule C2H3N3, computed with the ωB97M-V functional and the def2-TZVPD basis.

Strongest force on any atom   0.86 eV Å⁻¹
ΔE to the lowest compared entry with this formula, charge and spin   3.033 eV
E_LUMO (spin up / spin down)   0.85 / 0.85 eV
Orbital gap (spin up / spin down)   9.73 / 9.72 eV
Spin multiplicity   1
HOMO energy (spin up / spin down)   -8.879 / -8.879 eV
Net charge   0

Last column: Mulliken charge in e.
Geometry (Å):
N 1.230 -0.123 0.287  -0.603
N -1.113 -0.177 -0.542  0.561
N -0.804 0.982 -0.141  -0.968
C -1.201 -1.258 -0.958  -0.022
C 0.530 0.942 0.292  0.081
H 0.859 1.928 0.625  0.366
H -1.383 -2.307 -0.871  0.359
H 2.167 0.058 0.635  0.227

=====

No. 2
C17H26Br33IInNO4P as an isolated structure, computed with the ωB97M-V functional and the def2-TZVPD basis.

Strongest force on any atom   2.14 eV Å⁻¹
ΔE to the lowest compared entry with this formula, charge and spin   1.200 eV
E_LUMO   0.77 eV
Orbital gap   6.36 eV
Spin multiplicity   1
HOMO energy   -5.587 eV
Net charge   -1

Last column: Mulliken charge in e.
Geometry (Å):
I -1.336 -3.437 5.061  -0.151
In -3.275 -0.894 3.413  1.165
Br -2.172 7.637 6.506  -0.094
Br 0.563 9.429 4.956  0.004
Br 1.488 3.112 -2.203  -0.048
Br -3.399 5.586 4.379  0.033
Br 5.923 -8.948 -7.393  -0.045
Br 3.711 -3.674 -7.323  0.177
Br 5.221 -7.711 -10.248  -0.021
Br 0.252 -3.937 -12.688  -0.018
Br -1.468 -4.517 -8.643  -0.036
Br 0.221 -5.066 -5.992  0.031
Br -0.726 5.138 1.394  0.163
Br -0.040 0.755 -3.708  -0.060
Br 1.378 7.511 1.723  0.000
Br -1.544 4.520 6.728  0.000
Br 2.947 -4.924 0.247  -0.038
Br 1.326 -1.784 -10.593  -0.008
Br 2.982 -7.863 -7.985  0.073
Br 5.823 -2.418 -5.297  -0.069
Br -1.041 1.747 -0.847  0.154
Br -3.020 3.837 -2.831  -0.012
Br -6.031 3.857 -1.759  -0.043
Br -4.012 6.199 -0.976  -0.037
Br 4.030 -3.541 4.644  -0.006
Br 0.894 -3.462 -1.707  -0.013
Br -0.376 -7.448 -8.022  -0.071
Br 0.095 6.839 -1.135  -0.048
Br 2.244 -4.820 -10.367  0.037
Br 3.463 -0.424 4.984  -0.040
Br 2.605 7.657 6.637  -0.007
Br 4.343 -0.554 -7.420  -0.027
Br 4.001 -3.437 -2.373  0.016
Br 1.876 -2.541 6.762  0.038
Br 3.602 9.147 3.995  -0.054
P -3.151 1.619 2.963  0.280
O -3.748 1.916 1.437  -0.454
O -1.614 2.193 3.026  -0.354
O -3.949 2.392 3.917  -0.612
O 0.979 -0.906 0.903  -0.647
N 0.035 -0.800 2.928  0.091
C 2.671 -3.463 -0.976  -0.214
C 4.214 -2.119 -6.308  -0.351
C -0.068 -5.555 -7.830  0.602
C 2.392 9.196 5.502  -0.318
C 4.863 -7.660 -8.355  -0.219
C -2.254 -1.467 5.332  -0.968
C -0.167 6.868 0.767  -0.373
C -3.212 -1.596 6.501  -0.419
C -4.200 4.330 -1.399  0.329
C -3.477 -0.202 7.100  -1.123
C 1.716 -3.402 -11.559  -0.398
C 3.528 -2.138 5.866  -0.351
C -1.292 -1.397 0.899  0.771
C -1.923 5.985 5.538  -0.195
C 0.467 1.489 -1.998  -0.186
C -0.014 -1.021 1.574  0.566
C -2.415 -2.062 1.714  -1.626
H -1.661 3.113 3.339  0.105
H -1.656 -0.537 0.367  -0.301
H -2.652 0.454 6.861  0.276
H -3.594 1.093 0.947  0.256
H -2.786 -2.239 7.254  0.488
H 5.155 -6.680 -8.002  0.224
H -4.998 -1.305 3.603  -0.429
H -3.238 -2.185 1.018  0.383
H 0.842 -5.329 -8.369  -0.592
H 2.782 -2.547 -0.410  0.247
H -3.546 -0.282 8.174  0.366
H -4.392 0.190 6.696  0.273
H 0.972 -0.514 3.181  0.166
H 3.422 -1.940 -5.593  0.301
H 2.560 -3.198 -12.201  0.379
H -0.971 7.561 0.964  0.337
H -3.891 3.768 -0.525  -0.256
H -4.142 -2.037 6.170  0.304
H -1.051 6.118 4.911  0.226
H 2.658 10.065 6.085  0.344
H -1.432 -0.819 5.593  0.510
H -2.149 -3.058 2.016  0.490
H 4.301 -2.077 6.617  0.325
H -0.591 -0.047 3.209  -0.239
H 1.108 0.764 -1.514  0.175
H -0.984 -2.107 0.149  -0.135

=====

No. 3
C16H24BF4K3O12 as an isolated structure, computed with the ωB97M-V functional and the def2-TZVPD basis.

Strongest force on any atom   7.80 eV Å⁻¹
ΔE to the lowest compared entry with this formula, charge and spin   0.000 eV
E_LUMO   -7.78 eV
Orbital gap   5.69 eV
Spin multiplicity   1
HOMO energy   -13.471 eV
Net charge   +2

Last column: Mulliken charge in e.
Geometry (Å):
K 2.100 -3.477 -6.663  1.014
K 2.521 1.374 -5.851  1.015
K -1.488 -0.628 -3.987  1.016
F 0.906 -1.610 -2.718  -0.497
F 2.450 -2.913 -3.763  -0.197
F 2.375 -0.637 -4.067  -0.263
F 0.837 -1.918 -4.933  -0.560
O 4.008 -6.215 -1.922  -0.373
O 2.513 -2.780 3.323  -0.302
O -2.653 -5.268 1.166  -0.346
O 5.928 -1.649 -2.117  -0.100
O -0.680 -5.976 0.884  -0.331
O 5.149 -7.929 -0.871  -0.526
O 1.977 -5.001 3.366  -0.599
O 6.215 -6.100 -1.709  -0.431
O -1.954 -6.992 2.418  -0.559
O 2.730 -3.943 1.464  -0.244
O 8.001 -1.881 -1.316  -0.580
O 7.395 -0.256 -2.823  -0.355
C -1.766 -6.145 1.573  0.633
C 5.097 -6.863 -1.455  0.555
C 6.409 0.596 -4.828  -1.308
C 5.866 -4.857 -2.335  0.835
C -2.205 -4.666 -0.031  -0.394
C 6.779 -4.711 -3.694  -1.371
C -0.717 -4.829 0.246  0.670
C 2.392 -3.955 2.778  0.574
C 6.218 0.284 -3.356  0.563
C 2.546 -2.106 -0.046  -0.791
C 3.316 -2.060 2.463  -0.586
C 0.122 -4.857 -1.010  -1.423
C 7.136 -1.281 -1.998  0.468
C 5.147 -0.749 -2.932  0.069
C 3.333 -2.764 1.108  0.553
C 4.444 -5.088 -2.685  0.376
B 1.704 -1.794 -3.836  0.570
H -2.478 -3.612 -0.086  0.295
H 4.342 -3.088 0.852  0.191
H 5.553 1.050 -5.328  0.114
H 0.018 -3.902 -1.525  0.307
H 7.235 1.305 -4.889  0.403
H 3.828 -4.214 -2.474  -0.370
H 2.412 -2.880 -0.802  -0.227
H 7.788 -5.016 -3.416  0.363
H -0.304 -5.467 -1.807  0.523
H 6.672 -0.284 -5.414  0.378
H 2.778 -1.112 2.461  0.272
H 1.152 -5.192 -0.887  0.235
H 1.590 -1.742 0.330  0.444
H 6.070 -4.098 -1.579  0.209
H -0.339 -3.990 0.830  0.086
H 6.440 -5.397 -4.470  0.461
H 5.994 1.242 -2.886  0.175
H 4.721 -1.199 -3.829  -0.024
H 6.870 -3.690 -4.064  0.201
H 4.261 -1.862 2.969  0.339
H -2.484 -5.191 -0.945  0.294
H 3.139 -1.248 -0.363  0.286
H 4.186 -5.229 -3.735  0.082
H 4.430 -0.213 -2.311  0.187